1.
25
Properties=species:S:1:pos:R:3:forces:R:3:mulliken_charge:R:1 method="wB97M-V/def2-TZVPD" orbital_gap_ev=8.432 relative_energy_kj_mol=0.0 energy_ha=-755.1415 total_charge=+1 max_force_ev_per_a=3.099
O -4.33405 1.70026 0.06169 -0.04 0.35 -0.63 -0.947
O -3.87671 2.91021 1.85510 -0.10 0.32 -0.27 -0.304
O -2.91630 0.89655 1.52685 0.62 -0.26 -0.03 -0.934
C -3.67595 1.83068 1.13636 -0.46 -0.98 0.00 1.143
C -3.16312 3.04440 3.08717 0.11 -0.06 0.39 -0.590
H -3.49353 3.99424 3.51675 0.15 -0.21 -0.19 0.215
H -2.08340 3.04794 2.90014 -0.27 0.01 0.13 0.283
H -3.43018 2.22997 3.77040 0.15 0.15 -0.20 0.276
Sr -3.31464 -0.35898 -0.58380 -0.42 0.48 0.81 1.889
C -0.24687 0.55617 -1.86311 -0.40 -2.21 -1.98 0.393
H -0.49789 1.59513 -2.07567 -0.76 -0.36 0.71 0.561
C -0.78444 -0.69033 -1.37612 -1.88 0.55 2.06 -1.708
H -0.44715 -1.18193 -0.44894 0.14 0.64 0.19 0.509
O 1.16990 0.48504 -1.74483 1.08 1.11 -0.84 -0.350
C 1.58571 -0.76831 -1.76118 -1.83 -0.14 2.50 0.794
O 0.71547 -1.65415 -1.89191 0.20 -0.35 -1.74 -0.497
O 2.72449 -0.93932 -1.19662 0.66 0.37 -0.90 -0.233
C 3.05409 -2.27316 -0.70886 -0.03 -0.71 -0.23 -0.185
C 4.42034 -2.21162 -0.08260 0.18 0.04 0.05 -1.182
H 3.01551 -2.96188 -1.56151 0.03 0.16 0.22 0.319
H 2.27465 -2.56195 0.00652 0.14 0.12 -0.15 0.295
H 5.17246 -1.88551 -0.81201 -0.20 -0.06 0.21 0.323
H 4.68901 -3.22025 0.25731 -0.06 0.27 -0.04 0.379
H 4.42896 -1.53379 0.78015 0.04 -0.18 -0.23 0.319
H -0.98634 -0.04938 -2.79130 2.92 1.00 0.17 0.233

=====

2.
102
Properties=species:S:1:pos:R:3:forces:R:3:mulliken_charge:R:1 method="wB97M-V/def2-TZVPD" orbital_gap_ev="4.442 / 3.878" relative_energy_kj_mol=0.0 energy_ha=-5721.7219 s2=0.760 total_charge=-2 multiplicity=2 max_force_ev_per_a=2.289
V -0.32884 -0.38791 0.30695 -0.86 1.53 -1.47 -0.356
C -2.15800 -1.48319 7.09405 0.12 -0.08 -0.05 -1.616
C -1.88109 -1.53644 5.61623 -0.03 0.12 0.01 0.541
C -2.33327 -2.60027 4.84021 0.07 0.19 0.09 -1.239
C -2.09518 -2.62564 3.48982 0.13 0.10 0.02 -0.613
C -1.43609 -1.57663 2.81014 -0.22 -0.04 0.81 1.098
N -1.28449 -1.59766 1.47171 -0.34 -0.29 0.56 0.715
C -2.06779 -2.40076 0.68106 -0.30 -0.79 -0.31 -0.015
C -3.45436 -2.51252 0.83728 0.21 0.10 -0.12 -0.006
C -4.23288 -3.16820 -0.09513 0.06 -0.14 -0.24 -1.095
C -3.66742 -3.75587 -1.21901 -0.10 -0.09 0.14 0.701
C -4.51029 -4.35994 -2.30347 0.11 0.06 0.01 -1.660
C -2.28764 -3.70534 -1.36597 0.26 0.20 0.24 -0.188
C -1.49406 -3.05314 -0.43670 -1.09 -0.03 0.35 -0.699
N -0.10444 -3.00388 -0.60799 0.52 -0.78 -0.40 0.517
C 0.69362 -3.97024 -1.12131 0.32 0.11 0.16 -0.078
C 1.99173 -3.53935 -0.98197 -0.15 -0.11 -0.12 -1.828
C 1.90296 -2.27832 -0.38658 0.00 -0.40 0.07 -1.016
N 0.63103 -1.97203 -0.18023 1.28 -0.96 -0.68 1.040
C -0.90341 -0.53334 3.61958 -0.55 -0.96 -0.06 0.018
C -1.14175 -0.54246 4.99052 -0.09 -0.14 0.01 -0.814
N -0.11758 0.48833 3.06966 0.24 0.87 0.80 0.274
C 0.27924 1.62376 3.70045 0.18 0.00 -0.35 -0.356
C 1.19182 2.25275 2.88726 -0.08 -0.04 0.10 -1.951
C 1.29544 1.43727 1.75987 0.05 0.25 0.57 -0.642
N 0.48517 0.39275 1.87201 1.01 0.84 0.91 1.168
H -3.17699 -1.81087 7.30651 -0.03 0.05 0.06 0.377
H -2.02743 -0.47208 7.47825 -0.04 0.03 0.06 0.351
H -1.48062 -2.13876 7.64682 0.01 -0.01 0.08 0.288
H -2.88212 -3.41429 5.29581 -0.03 -0.08 0.10 0.351
H -2.43318 -3.46869 2.90616 -0.03 0.00 -0.02 0.498
H -3.91880 -2.00385 1.66934 -0.02 0.02 0.06 0.479
H -5.30660 -3.19651 0.03703 -0.12 0.02 -0.02 0.245
H -5.55548 -4.39986 -2.00822 -0.13 -0.05 0.02 0.376
H -4.17628 -5.36627 -2.55474 -0.03 -0.11 -0.05 0.328
H -4.43429 -3.74836 -3.20169 -0.06 0.00 -0.16 0.308
H -1.82299 -4.13095 -2.24451 0.04 0.01 -0.12 0.467
H 0.29828 -4.89031 -1.50013 -0.16 -0.12 -0.04 0.590
H 2.88458 -4.04970 -1.27385 0.20 -0.14 -0.07 0.566
H 2.69377 -1.62597 -0.07012 -0.02 0.14 0.00 1.039
H -0.73934 0.24753 5.60773 0.06 0.06 0.01 0.306
H -0.11232 1.93515 4.64853 -0.06 -0.11 0.09 0.456
H 1.70410 3.17421 3.07679 0.05 0.16 0.01 0.545
H 1.93237 1.55827 0.90438 -0.06 -0.04 -0.12 0.846
O 0.66405 0.81896 -1.22760 0.22 0.31 0.13 0.357
C 0.17229 0.69873 -2.55260 -0.84 -0.66 -0.24 4.329
C -1.15240 -0.18438 -2.47933 0.54 0.48 -0.80 -0.773
O -1.77014 -0.42576 -3.50910 -0.10 0.08 -0.16 -0.804
O -1.44060 -0.56913 -1.32144 -1.00 0.00 0.17 -0.439
C 1.13477 -0.03947 -3.45959 0.24 -0.12 0.14 -1.180
C 2.34799 -0.53353 -2.99472 -0.18 0.25 0.00 0.480
C 3.19464 -1.21507 -3.85337 0.14 -0.13 -0.13 -0.828
C 2.84420 -1.40706 -5.17916 0.14 -0.09 -0.03 -0.529
C 1.63927 -0.90822 -5.65107 -0.07 0.03 -0.03 -0.906
C 0.79012 -0.23013 -4.79767 0.01 -0.01 -0.01 -0.189
C -0.14946 2.07314 -3.11029 0.10 0.08 -0.07 -1.053
C 0.85058 2.78659 -3.76133 -0.13 -0.09 0.07 -0.191
C 0.61867 4.07267 -4.20688 0.07 0.15 -0.05 -0.839
C -0.61088 4.66956 -3.99123 -0.02 0.11 -0.10 -0.583
C -1.60859 3.96883 -3.33792 -0.10 0.00 0.06 -0.784
C -1.38078 2.67800 -2.89345 0.09 -0.12 -0.09 -0.219
H 0.73856 1.80294 -1.00145 0.06 -0.23 0.10 -0.007
H 2.64986 -0.36029 -1.97340 -0.05 0.08 0.01 -0.143
H 4.13464 -1.59445 -3.47616 0.08 -0.01 0.03 0.578
H 3.50589 -1.93827 -5.85145 0.07 -0.04 0.00 0.373
H 1.36039 -1.04880 -6.68910 -0.01 0.00 0.00 0.381
H -0.15759 0.14794 -5.14831 -0.04 0.02 -0.03 0.470
H 1.82025 2.33104 -3.89611 0.08 -0.03 -0.06 0.462
H 1.40398 4.61637 -4.71386 0.07 0.06 0.01 0.376
H -0.78544 5.68500 -4.31976 -0.02 0.06 -0.02 0.352
H -2.56844 4.43430 -3.16014 -0.08 0.04 0.02 0.476
H -2.15775 2.14290 -2.36457 -0.07 -0.09 0.00 0.585
S 0.33444 6.04407 -0.25834 -0.13 1.64 0.18 -0.548
C 0.54668 4.46312 -0.41929 0.26 -1.49 -0.19 0.259
N 0.67248 3.30769 -0.53174 0.15 0.49 0.10 -0.923
F 4.53903 -3.08684 2.26650 -0.15 0.17 -0.23 -0.203
C 5.03618 -2.12288 3.03764 0.04 -0.19 0.25 0.618
F 6.37250 -2.20551 2.97403 0.08 0.26 -0.14 -0.277
F 4.70674 -2.44468 4.30232 -0.19 0.26 0.04 -0.271
S 4.38868 -0.38050 2.59848 0.18 -1.02 1.29 0.900
O 3.19312 -0.64171 1.86141 -0.21 -0.13 -0.18 -0.299
O 4.28433 0.23403 3.88501 0.29 0.27 -0.03 -0.715
N 5.55414 0.23103 1.74026 -0.40 0.19 -0.15 -0.665
S 5.37254 -0.13625 0.20867 1.98 0.39 -0.89 1.192
O 5.36107 -1.54443 -0.04898 -0.07 -0.54 -0.13 -0.635
O 4.49969 0.69213 -0.55335 -0.42 0.42 -0.08 -0.522
C 7.10421 0.40767 -0.35176 0.14 0.02 -0.02 0.414
F 8.08614 -0.32135 0.19698 -0.24 -0.21 0.23 -0.239
F 7.23912 0.27559 -1.68189 -0.42 -0.15 0.01 -0.226
F 7.37100 1.68582 -0.06910 -0.30 0.13 0.17 -0.238
S -2.90698 0.99037 1.44255 0.20 0.11 -0.17 -0.332
C -3.31862 2.54254 0.97432 -0.76 -0.97 0.80 -0.311
N -4.57611 2.99437 1.32392 0.30 0.78 -0.50 0.084
C -5.04368 4.22985 0.97809 0.19 -0.21 0.01 -0.284
C -4.25655 5.08458 0.27034 -0.42 0.03 0.15 -0.951
C -2.95335 4.68178 -0.09064 0.21 -0.92 0.28 -0.081
C -2.50148 3.42995 0.26282 0.12 1.17 -0.56 1.215
H -5.13740 2.34133 1.85223 0.03 0.03 -0.06 0.254
H -6.04836 4.46467 1.29781 -0.02 0.01 0.01 0.401
H -4.62292 6.06206 -0.00432 -0.09 0.01 0.04 0.369
H -2.30181 5.35304 -0.62588 0.15 0.05 -0.06 0.309
H -1.50202 3.10560 0.01043 -0.02 0.00 0.00 -0.367